# 1
ORCA calculation (ωB97M-V/def2-TZVPD) on 2 unconnected molecules or ions with the total composition C4H11NO in a non-equilibrium geometry.

Cartesian coordinates (Å):
O  -1.096  -0.635  -1.327
H  -0.014  0.752  0.281
H  1.825  -0.974  -1.612
C  -0.286  -1.503  -1.108
H  -0.171  3.331  0.222
C  0.154  1.421  1.112
C  1.183  -1.248  -0.771
H  1.256  -0.460  -0.012
H  1.180  1.765  1.225
H  1.665  -2.110  -0.324
H  -0.223  0.873  1.960
H  0.055  -3.514  -0.753
H  -1.012  3.125  1.870
N  -0.642  -2.820  -0.958
H  -1.607  2.448  0.385
H  -1.577  -3.134  -1.127
C  -0.689  2.683  0.934

Output
charge: 0
E_HOMO: -9.98 eV
SMILES string: CC(N)=O.CC
DFT total energy: -289.0014 Eh

***

# 2
ORCA calculation (ωB97M-V/def2-TZVPD) on a molecular structure, C25H18Br3N6O3S2Ti.

Cartesian coordinates (Å):
H  -1.188  4.374  -0.549
C  2.869  0.446  2.943
C  0.378  3.234  -3.520
C  0.154  3.267  -4.891
H  2.450  -0.144  4.963
N  0.024  3.417  0.835
Ti  0.170  0.104  -0.647
C  -0.944  -3.238  2.257
H  0.214  -0.552  5.804
C  -0.462  -0.414  -5.511
C  -1.814  2.506  -0.313
C  -0.124  2.098  -5.566
Br  -0.420  2.196  -7.447
O  0.532  1.893  -1.514
H  0.184  4.239  1.400
H  -3.792  0.996  -1.148
H  -0.633  -0.494  -6.574
C  1.232  -4.020  2.922
H  -0.834  0.063  2.223
N  1.009  0.500  1.445
C  -0.413  -2.582  1.145
H  -4.176  2.156  -2.456
H  -0.714  -1.467  4.615
H  -2.008  -3.170  2.440
H  -2.635  1.249  -2.472
C  0.674  -0.074  3.759
C  -0.752  -4.549  4.307
H  -0.300  -2.323  -2.692
C  0.982  -2.675  0.903
C  -0.276  -1.455  -3.335
H  -0.676  -2.520  -5.121
H  3.932  0.575  3.085
C  2.036  0.055  3.982
C  0.217  0.164  2.471
C  -0.286  -0.489  4.839
C  -0.485  -1.547  -4.689
N  -1.259  -5.016  5.228
C  0.020  0.865  -3.524
N  -0.033  -0.256  -2.722
O  -2.810  2.839  -1.137
H  2.835  -3.451  1.631
H  -1.112  0.219  4.921
C  -0.197  0.846  -4.919
S  1.735  -1.897  -0.462
N  -1.160  3.608  0.113
H  0.787  3.282  0.173
C  1.768  -3.398  1.805
S  -1.469  -1.617  0.136
H  0.202  4.206  -5.424
C  2.099  -4.704  3.845
Br  3.375  1.242  0.259
N  2.807  -5.243  4.574
C  -0.149  -3.946  3.149
C  0.323  2.040  -2.806
Br  0.784  4.836  -2.579
O  -1.586  1.339  -0.017
C  2.301  0.662  1.708
C  -3.388  1.727  -1.845

Output
charge: -1
spin multiplicity: 3
E_HOMO (spin up / spin down): -2.71 / -5.00 eV
⟨S²⟩: 2.031
DFT total energy: -10885.8616 Eh

***

# 3
ORCA calculation (ωB97M-V/def2-TZVPD) on a molecular structure, C36H26BF5N11ORhS2 in a non-equilibrium geometry.

Cartesian coordinates (Å):
F  -0.417  4.971  2.343
C  5.399  -2.739  2.380
C  1.801  5.495  2.151
H  -5.398  2.148  -5.956
N  -2.904  0.083  0.377
C  3.479  -1.923  1.177
C  5.675  -3.621  1.347
H  -5.751  -0.277  -1.050
H  6.529  -4.281  1.411
N  -3.772  0.278  -0.656
Rh  -1.018  0.826  0.170
H  2.322  -0.312  0.274
C  0.705  -2.877  2.436
C  2.792  -6.028  2.717
H  -0.428  -4.840  0.957
F  1.477  6.771  2.204
H  -7.166  0.853  -4.293
C  3.770  -2.797  0.134
H  2.430  -7.916  1.769
H  -3.085  2.201  -4.517
C  -3.364  3.621  -1.687
H  5.075  -4.332  -0.588
N  1.150  5.916  -1.248
C  -4.937  -0.320  -0.346
C  -2.148  3.703  0.135
H  -5.578  -1.453  1.431
C  0.480  -5.171  1.450
C  -0.214  -0.859  -2.168
H  -2.397  -0.213  -4.501
C  0.627  3.561  -2.141
N  -1.124  -0.083  -1.577
H  0.635  -1.230  -1.621
C  0.094  3.296  -3.430
C  -0.582  -1.052  -3.494
O  -0.382  -0.951  1.023
C  0.925  -6.471  1.271
N  -5.565  0.748  -2.978
H  -2.997  -0.892  2.214
C  4.859  -3.649  0.223
H  2.151  -0.447  2.034
H  3.144  -2.820  -0.751
C  3.474  3.774  2.112
C  -1.753  -0.333  -3.649
C  3.137  5.120  2.091
C  0.703  2.536  -1.257
H  0.365  -7.150  0.644
C  1.108  3.144  2.174
H  6.040  -2.705  3.251
C  -6.129  1.091  -4.118
C  0.820  4.527  2.190
C  2.482  2.824  2.175
N  0.742  1.637  -0.500
B  -3.284  1.022  -1.965
C  -5.222  1.755  -4.970
N  -2.045  2.475  -0.357
C  1.193  -4.290  2.258
H  -0.360  -2.835  2.674
H  4.082  -1.209  3.108
C  0.932  4.864  -1.662
H  -4.052  3.765  -2.504
C  2.349  -4.724  2.891
N  -2.806  2.420  -1.473
C  4.299  -1.898  2.299
C  -4.053  1.793  -4.263
N  -4.281  1.177  -3.066
F  2.875  1.558  2.205
F  4.077  6.033  2.052
C  -3.520  -0.627  1.308
N  -0.387  3.005  -4.435
H  -0.073  -1.637  -4.237
H  3.692  -6.359  3.217
H  -3.225  5.511  -0.554
C  -2.955  4.479  -0.689
S  0.779  -1.952  0.877
C  2.084  -6.900  1.905
S  -0.042  1.850  2.267
H  -1.673  3.955  1.053
C  2.284  -1.009  1.116
H  2.908  -4.043  3.519
H  1.261  -2.325  3.194
N  -2.042  0.261  -2.482
F  4.747  3.408  2.078
C  -4.823  -0.905  0.898

Output
charge: +1
spin multiplicity: 2
E_HOMO (spin up / spin down): -11.19 / -11.18 eV
⟨S²⟩: 0.772
DFT total energy: -3495.9031 Eh

***

# 4
ORCA calculation (ωB97M-V/def2-TZVPD) on a molecular structure, C38H61ErGeN5O5 in a non-equilibrium geometry.

Cartesian coordinates (Å):
H  1.332  3.503  -0.783
H  -1.363  0.753  4.585
H  1.194  1.881  3.524
H  -1.944  -0.532  -5.403
H  -7.682  -0.889  -5.462
H  -3.133  -2.162  2.865
H  2.790  -2.893  -4.249
H  -4.076  -2.653  -2.095
H  2.732  -1.495  3.761
C  3.656  -2.463  -3.707
H  -0.611  1.041  2.570
C  2.401  -0.210  -4.982
C  -2.164  -2.151  -3.072
C  -6.911  -0.400  -4.862
H  4.183  1.014  1.532
C  -0.650  -2.609  4.883
C  -1.558  -0.260  4.364
C  -6.316  1.376  -3.264
H  0.789  -3.502  -2.005
H  0.581  1.924  -2.312
H  -1.465  -2.263  2.245
C  2.726  0.944  4.368
H  2.803  0.799  -0.215
H  -4.152  -0.162  3.692
C  3.924  -0.205  -4.819
H  2.669  3.985  0.827
H  -2.485  2.271  1.947
C  -7.260  0.743  -4.089
N  2.079  1.551  3.157
C  -4.626  -0.174  -4.093
N  -1.279  0.577  1.952
H  -6.612  2.209  -2.667
H  3.150  1.730  5.018
C  -2.440  -3.535  -1.113
H  4.299  0.172  -5.774
H  -8.269  1.091  -4.088
N  0.100  1.920  -0.187
O  1.167  -0.772  -1.595
H  3.135  -2.410  -1.617
C  -1.086  -3.694  -1.026
H  2.319  1.436  -1.787
N  0.875  -0.740  4.342
H  3.501  2.275  -0.840
C  -5.605  -0.828  -4.871
C  3.214  -1.694  -2.450
H  -0.554  3.181  1.394
H  -2.464  -0.501  4.974
C  -2.124  -0.261  2.882
H  3.613  3.592  4.146
C  4.536  -1.568  -4.548
C  2.570  1.721  -0.765
H  4.014  -0.987  -2.251
H  4.738  -2.057  -5.496
C  -5.010  0.897  -3.266
Er  -0.045  -0.703  0.231
H  3.586  4.527  2.666
Ge  -2.768  -0.730  -4.158
N  1.624  -0.321  -3.729
H  1.050  0.883  5.611
H  1.434  -2.718  3.954
H  5.494  -1.452  -4.007
H  -2.811  -1.554  1.249
C  -3.017  -2.718  -2.091
C  -2.363  -1.625  2.253
H  -3.480  1.436  3.513
H  3.505  0.304  4.007
C  4.210  2.024  1.935
H  4.624  2.701  1.169
C  -0.963  2.583  0.596
H  0.100  -3.135  5.418
C  1.662  -1.733  3.650
C  3.022  3.830  3.252
O  0.409  -2.358  1.705
C  -0.779  -2.425  -3.053
C  -1.247  0.781  -2.015
H  -1.569  -2.845  5.447
H  2.195  -0.312  5.990
O  -1.622  0.775  -3.200
H  1.828  0.810  2.494
H  -1.523  3.289  -0.012
H  -0.810  2.835  -1.910
C  -0.282  1.935  -1.640
H  2.130  0.792  -5.345
C  1.697  0.154  5.145
H  0.737  0.111  -3.722
O  1.761  -0.587  1.496
C  1.314  -1.592  2.186
H  -0.774  -3.143  3.958
H  2.046  4.272  3.548
H  -0.115  -2.053  -3.868
H  -2.692  1.176  0.591
H  -0.679  -4.286  -0.215
H  -4.011  0.454  2.090
C  2.832  2.596  2.322
C  -3.517  0.424  3.040
H  4.208  0.540  -4.122
O  -1.643  -0.036  -1.093
C  -1.969  1.650  1.223
C  -0.449  -1.130  4.928
H  2.135  -1.032  -5.659
H  -5.332  -1.680  -5.506
C  1.950  3.253  1.186
H  4.207  -3.366  -3.436
H  4.865  2.025  2.823
H  -4.298  1.374  -2.630
C  -0.268  -3.218  -2.036
H  -3.073  -4.001  -0.377
H  1.165  3.866  1.569
C  1.478  2.610  -0.142
H  -0.383  -0.888  6.008
C  1.971  -0.889  -2.560

Output
charge: +3
spin multiplicity: 4
E_HOMO (spin up / spin down): -15.54 / -15.54 eV
⟨S²⟩: 3.753
DFT total energy: -5225.8293 Eh

***

# 5
ORCA calculation (ωB97M-V/def2-TZVPD) on a single C4H2F2O molecule in a non-equilibrium geometry.

Cartesian coordinates (Å):
H  -1.033  -1.083  -0.382
C  -0.722  -0.945  -3.740
O  0.298  0.842  0.655
H  0.953  0.992  1.370
C  -0.320  -0.759  -1.218
F  1.814  -0.473  -0.364
C  0.798  0.421  -0.523
C  -0.272  -1.026  -2.562
F  1.614  1.598  -1.007

Output
charge: 0
E_HOMO (spin up / spin down): -10.69 / -10.69 eV
DFT total energy: -428.3511 Eh

***

# 6
ORCA calculation (ωB97M-V/def2-TZVPD) on 4 unconnected molecules or ions with the total composition C25H37BrN5O2 in a non-equilibrium geometry.

Cartesian coordinates (Å):
C  -1.919  -0.324  -2.277
H  2.705  4.968  3.709
N  5.848  -2.551  -2.546
C  2.483  5.788  1.637
H  -3.047  2.336  6.579
C  2.196  4.966  2.758
C  -0.461  -3.628  -3.711
H  -1.033  -4.579  -3.821
C  -3.232  -2.337  -1.870
H  1.186  -2.651  -1.632
H  -5.416  -2.420  -1.430
N  0.783  4.461  1.129
O  -4.757  -4.267  0.653
C  0.159  -0.796  -3.689
H  3.252  6.540  1.566
H  -4.577  -4.073  -1.594
H  5.839  -3.954  0.394
N  -1.349  -2.650  -3.032
H  0.902  3.228  5.491
H  3.581  -4.357  -1.058
H  -4.475  0.872  -1.452
H  -0.488  2.456  -0.790
H  -2.499  1.719  -2.568
H  0.393  -1.333  -0.722
C  4.452  -3.794  -1.356
H  1.134  2.018  7.671
H  6.234  -2.004  -3.295
C  -1.971  2.406  6.590
C  1.598  5.452  0.647
C  1.343  -0.643  -2.656
H  0.119  0.436  0.198
H  -5.054  -0.650  -0.596
H  -4.701  -4.154  1.619
Br  -2.856  2.915  -0.105
C  -1.123  -1.325  -2.956
N  0.114  2.882  6.009
H  3.966  -3.059  -3.410
H  0.624  3.393  2.968
H  0.406  -1.374  -4.600
H  -0.222  -3.303  -4.747
H  1.283  0.409  -2.268
C  -1.094  1.903  7.587
H  7.463  -2.438  -1.158
C  -1.197  3.008  5.632
C  -1.350  1.752  -0.714
C  0.184  2.214  7.202
O  -4.245  -3.058  0.168
C  -0.947  0.697  0.363
H  1.475  5.831  -0.355
C  -1.596  1.182  -2.178
C  6.475  -2.817  -1.359
H  2.168  -1.426  -0.775
H  -0.747  1.522  -2.803
C  4.617  -3.147  -2.554
H  -0.117  0.223  -4.056
C  1.146  4.157  2.413
H  -1.631  -0.170  0.454
H  -1.464  3.512  4.717
H  -0.982  1.222  1.353
H  0.437  -3.869  -3.109
H  0.036  4.024  0.621
H  -1.370  1.373  8.485
C  5.631  -3.584  -0.597
C  -4.497  -3.016  -1.249
C  -3.134  -0.893  -1.656
C  1.246  -1.565  -1.393
N  -2.425  -3.174  -2.476
C  -4.172  -0.053  -0.916
H  2.355  -0.718  -3.116
H  -3.686  0.288  0.033

Output
charge: +1
E_HOMO: -9.74 eV
DFT total energy: -3972.6607 Eh

***

What is the formula in the third record? C36H26BF5N11ORhS2

***

Which value of DFT total energy does entry 5 give? -428.3511 Eh

***

What is the formula in the third record? C36H26BF5N11ORhS2